ORCA calculation (the ωB97M-V functional and the def2-TZVPD basis) on a molecular structure, C5H9NO in a non-equilibrium geometry.

Calculated values
Kohn-Sham gap (alpha / beta) = 6.699 / 6.700 eV
electronic energy = -8862.855 eV
spin multiplicity = 1
strongest force on any atom = 0.01946 hartree/bohr
energy relative to the best compared isomer or geometry (same formula, charge and spin) = 613.4 kJ/mol

Each line ends with the natural charge from an NBO analysis.
Element x y z (Å)
H (-0.85175, 0.24522, 2.02455)  0.157
C (-1.65066, -0.54069, -0.45290)  -0.407
C (1.98328, -0.45678, 0.04973)  0.263
C (0.18437, 1.16303, -0.85197)  -0.228
H (-0.41031, 1.57067, -1.66963)  0.212
C (0.14607, -0.05862, 1.68740)  -0.456
H (0.68303, 1.89830, -0.22191)  0.213
H (0.89489, 0.62901, 2.08282)  0.235
N (-0.34397, 0.02013, -0.09906)  -0.244
H (-1.62680, -1.62310, -0.30905)  0.218
H (-2.42247, -0.10682, 0.18531)  0.211
H (-1.91859, -0.34200, -1.49982)  0.213
O (2.98391, -0.92702, -0.42367)  -0.602
H (0.37891, -1.06491, 2.05058)  0.224
H (0.68018, -0.78357, -1.85527)  0.221
C (0.78325, -0.17173, -0.96351)  -0.231